# C2H7NO2S

A cluster of 2 separate species, C2H7NO2S in total (ωB97M-V with the def2-TZVPD basis set, the OMol25 dataset).

```
13
Properties=species:S:1:pos:R:3:forces:R:3
C -2.21947 1.07936 -0.20042 -0.3 -0.3 0.3
C -2.94325 -0.02253 0.12056 1.3 1.4 -1.1
N 2.98279 -0.90936 -0.42947 -0.3 1.6 1.4
O 1.41390 1.04614 -0.34826 -0.2 0.8 -0.7
O 1.26723 -0.67589 1.33335 -0.6 -0.9 1.4
S 1.35857 -0.38947 -0.23479 1.8 0.6 1.2
H -2.66887 2.05507 -0.47404 -0.2 -1.0 -0.1
H 1.83616 -0.29891 2.05737 -0.2 0.0 -1.6
H -1.13379 1.16975 -0.21543 -0.1 -0.4 0.5
H -2.50449 -0.97928 0.45318 -0.3 0.7 -0.3
H -3.98215 0.04547 -0.16737 -0.3 -0.4 0.7
H 3.66858 -0.41209 -0.96276 -0.1 1.5 0.0
H 2.92476 -1.70826 -0.93193 -0.3 -3.8 -1.5
```
Forces are in eV/Å.

E_HOMO   -0.3579 Ha
Energy relative to the best compared isomer or geometry (same formula, charge and spin)   64.3 kcal per mole

Mulliken charges, unit e, in atom order: C -0.349; C -0.370; N -0.501; O -0.548; O -0.475; S 0.662; H 0.192; H 0.341; H 0.073; H 0.237; H 0.223; H 0.259; H 0.257



# C24H37N3O7

The molecule C24H37N3O7 (ωB97M-V with the def2-TZVPD basis set, the OMol25 dataset).

```
71
Properties=species:S:1:pos:R:3:forces:R:3
C -6.98582 -0.82935 -1.76674 0.2 0.1 0.4
C -6.86828 -0.66272 -0.25907 -0.2 -0.5 -0.2
O -5.84248 0.27698 0.08126 -0.1 0.4 0.0
C -4.59485 -0.17199 0.12973 0.4 0.2 0.3
O -4.25986 -1.31317 -0.06211 0.0 -0.1 -0.1
C -3.61581 0.95527 0.41077 -0.1 0.0 0.1
C -3.32112 1.67921 -0.94454 0.1 0.1 0.1
C -1.87934 2.09750 -0.98933 -0.1 0.1 -0.3
C -0.96185 1.34526 -1.71035 -0.1 0.2 0.1
C 0.39556 1.59654 -1.61702 0.2 0.1 -0.1
C 0.86252 2.62231 -0.79690 -0.3 -0.1 0.0
O 2.18271 2.84810 -0.62566 0.2 0.1 -0.1
C -0.06080 3.42655 -0.12884 0.3 0.0 0.0
C -1.41159 3.15904 -0.22141 0.0 -0.1 -0.2
N -2.41826 0.41338 1.00035 -0.5 -0.4 -0.2
C -1.77922 1.03560 2.01378 0.3 -0.4 -0.1
O -2.23368 1.99376 2.59878 -0.1 0.4 0.3
C -0.41556 0.44820 2.36270 0.1 0.1 0.3
N 0.23994 -0.13514 1.21610 -0.2 0.3 0.1
C 0.94550 -1.28162 1.29613 0.0 0.2 -0.5
O 1.08361 -1.91612 2.32048 0.1 -0.3 0.2
C 1.55374 -1.74203 -0.03927 0.0 -0.1 0.0
C 1.08190 -3.16609 -0.34882 -0.2 0.3 0.2
C -0.44371 -3.32504 -0.30634 0.1 -0.1 -0.2
C -0.80998 -4.79692 -0.48517 0.0 0.3 0.2
C -1.14400 -2.48292 -1.36911 0.1 -0.1 0.3
N 2.99790 -1.70040 0.06827 0.0 -0.3 0.1
C 3.72242 -0.62198 -0.30691 0.0 -0.4 0.1
O 3.26730 0.30221 -0.95420 0.0 0.4 -0.2
O 4.98570 -0.76015 0.10051 0.0 -0.1 0.1
C 5.99133 0.24615 -0.18539 0.4 0.5 -0.1
C 6.14312 0.44523 -1.69256 -0.2 -0.1 0.2
C 5.63851 1.55618 0.51840 -0.1 -0.3 -0.1
C 7.27226 -0.34490 0.40496 -0.4 0.0 -0.1
H -7.81507 -1.49215 -1.99573 -0.1 -0.1 -0.1
H -6.07143 -1.26059 -2.16692 0.0 -0.1 -0.1
H -7.15999 0.13429 -2.23925 -0.1 0.1 -0.1
H -6.63848 -1.62260 0.21404 -0.1 0.2 0.0
H -7.78343 -0.24622 0.16508 0.1 -0.1 0.0
H -4.03795 1.66340 1.12830 0.0 -0.1 -0.1
H -3.52367 0.99408 -1.77070 0.0 0.1 0.0
H -3.98925 2.53515 -1.03338 -0.1 0.0 -0.1
H -1.31147 0.54599 -2.34879 0.0 -0.1 0.0
H 1.10779 0.99916 -2.16887 0.1 0.0 -0.1
H 2.67998 2.07937 -0.96010 -0.1 0.0 0.1
H 0.30313 4.23935 0.47866 0.1 0.1 0.1
H -2.11084 3.76527 0.33318 -0.1 0.1 0.1
H -2.04927 -0.43347 0.59327 0.1 0.1 0.1
H 0.18380 1.25356 2.80222 -0.2 -0.1 0.0
H -0.52573 -0.34042 3.11416 0.0 0.1 -0.1
H 0.29152 0.43514 0.38146 0.1 -0.2 -0.1
H 1.28539 -1.05237 -0.84238 0.0 -0.1 0.1
H 1.51552 -3.82846 0.40340 0.1 -0.1 0.0
H 1.46069 -3.46256 -1.32879 0.1 0.0 0.0
H -0.79284 -3.00580 0.68116 0.0 0.0 0.0
H -1.88864 -4.92319 -0.44035 -0.1 -0.1 0.0
H -0.46034 -5.16204 -1.44883 0.0 -0.1 -0.1
H -0.36065 -5.40325 0.29741 0.0 -0.1 0.1
H -2.22292 -2.57311 -1.26433 -0.1 0.0 0.0
H -0.88135 -1.43304 -1.27334 0.0 0.2 -0.1
H -0.86239 -2.81924 -2.36520 0.1 0.0 -0.2
H 3.42641 -2.34147 0.71934 0.0 0.1 0.0
H 6.35903 -0.50587 -2.17470 0.1 -0.1 -0.1
H 6.96112 1.13289 -1.88700 0.1 0.1 0.0
H 5.23144 0.85435 -2.11811 0.0 0.0 -0.1
H 4.73820 1.99540 0.09878 0.0 0.1 0.0
H 5.47700 1.37561 1.57900 0.0 0.0 0.1
H 6.45605 2.26211 0.40327 0.1 0.1 0.0
H 7.49920 -1.29462 -0.07196 0.1 -0.1 -0.1
H 8.10192 0.33793 0.24997 0.1 0.1 0.0
H 7.14611 -0.51545 1.47063 0.0 0.0 0.1
```
Forces are in eV/Å.

E_HOMO   -0.3114 Ha
Energy relative to the best compared isomer or geometry (same formula, charge and spin)   0.0 kcal per mole

Mulliken charges, unit e, in atom order: C -1.075; C -0.241; O -0.372; C 0.133; O -0.600; C 0.238; C -1.332; C 0.465; C 0.077; C -1.061; C 1.099; O -0.564; C -0.776; C -0.522; N 0.155; C 0.522; O -0.694; C -0.598; N 0.541; C -0.053; O -0.711; C 1.029; C -1.805; C 1.224; C -1.869; C -0.948; N -0.108; C 0.510; O -0.752; O -0.532; C 1.762; C -1.594; C -1.382; C -1.740; H 0.389; H 0.282; H 0.295; H 0.312; H 0.321; H 0.479; H 0.485; H 0.363; H 0.219; H 0.457; H 0.287; H 0.430; H 0.381; H -0.024; H 0.337; H 0.461; H -0.519; H 0.097; H 0.415; H 0.387; H 0.142; H 0.427; H 0.368; H 0.442; H 0.403; H -0.202; H 0.434; H 0.367; H 0.375; H 0.476; H 0.270; H 0.153; H 0.370; H 0.467; H 0.409; H 0.418; H 0.400



# C4H8O2

The molecule C4H8O2 (ωB97M-V with the def2-TZVPD basis set, the OMol25 dataset).

```
14
Properties=species:S:1:pos:R:3:forces:R:3
C 2.03485 0.04850 -0.49778 0.0 0.0 0.0
C 0.72742 0.32895 0.20005 0.0 0.2 0.1
O 0.53449 1.36880 0.80186 0.1 -0.4 -0.2
C -0.36120 -0.72144 0.07262 -0.1 0.0 0.0
C -1.72924 -0.14966 0.43197 0.0 -0.3 0.2
O -2.05419 0.95697 -0.37986 0.1 0.2 0.0
H 2.34447 -0.99527 -0.37913 -0.1 0.2 0.0
H 1.87844 0.21582 -1.57151 0.0 0.0 0.1
H 2.80885 0.72986 -0.13915 -0.1 -0.1 -0.1
H -0.35901 -1.11612 -0.95146 0.0 0.1 0.1
H -0.10229 -1.56144 0.73476 0.0 0.1 -0.1
H -1.74257 0.12375 1.49627 0.0 0.0 -0.2
H -2.50706 -0.90112 0.26730 0.1 0.1 0.0
H -1.47297 1.67241 -0.08594 -0.1 0.0 -0.1
```
Forces are in eV/Å.

E_HOMO   -0.3656 Ha
Energy relative to the best compared isomer or geometry (same formula, charge and spin)   17.4 kcal per mole

Mulliken charges, unit e, in atom order: C -1.206; C 0.797; O -0.606; C -0.493; C -0.533; O -0.535; H 0.350; H 0.292; H 0.334; H 0.305; H 0.337; H 0.263; H 0.359; H 0.334



# C11H10N2O

The molecule C11H10N2O (ωB97M-V with the def2-TZVPD basis set, the OMol25 dataset).

```
24
Properties=species:S:1:pos:R:3:forces:R:3
O 1.05725 2.63675 0.01144 -5.8 -3.9 -2.3
C 0.32486 1.53891 -0.19844 1.8 4.8 2.5
C -1.29149 1.76777 -0.62754 1.2 1.8 -0.1
N -2.17679 0.62528 -0.14089 1.4 1.7 -14.0
C -2.45815 0.33348 0.96967 0.0 0.3 15.2
C -3.09998 -0.90948 1.09470 0.0 -0.1 0.7
N -3.21089 -1.51848 -0.09238 0.4 5.7 -3.0
C -2.83459 -0.36009 -0.96080 2.0 -3.7 -0.7
C 1.12981 0.24306 0.13125 -3.5 2.5 -1.1
C 0.64648 -1.02035 -0.24864 4.2 -1.3 -0.8
C 1.79080 -1.90695 -0.39878 -0.4 3.5 2.0
C 3.07691 -1.45271 -0.02769 0.7 -0.5 -0.6
C 3.48010 -0.15367 0.34631 -2.1 -0.4 0.1
C 2.37034 0.74871 0.53129 2.1 -1.4 1.0
H -1.23403 1.94008 -1.81131 -0.7 -0.9 2.7
H -1.67026 2.89438 -0.17193 1.2 -3.6 -1.1
H -1.95790 1.11934 1.80722 -1.9 -2.6 -1.8
H -3.59003 -1.33215 1.96351 0.6 0.1 0.1
H -2.49984 -0.52538 -2.06517 -0.7 0.5 2.3
H -0.32741 -1.37172 -0.59835 0.1 0.8 0.3
H 1.76345 -2.85654 -0.77603 -0.6 -2.4 -0.7
H 3.92769 -2.17028 -0.06267 -0.9 0.3 -0.3
H 4.58137 -0.08581 0.35647 -0.8 1.0 0.7
H 2.20231 1.81584 0.96876 1.8 -2.3 -1.0
```
Forces are in eV/Å.

E_HOMO   -0.3081 Ha
Energy relative to the best compared isomer or geometry (same formula, charge and spin)   152.4 kcal per mole

Mulliken charges, unit e, in atom order: O -0.658; C 0.552; C -0.557; N 0.424; C 0.018; C -0.470; N -0.456; C -0.480; C 0.480; C -0.267; C -0.826; C -0.259; C -0.461; C -0.312; H 0.296; H 0.274; H 0.216; H 0.420; H 0.276; H 0.390; H 0.459; H 0.282; H 0.321; H 0.340



# C2H2N2O4

The molecule C2H2N2O4 (ωB97M-V with the def2-TZVPD basis set, the OMol25 dataset).

```
10
Properties=species:S:1:pos:R:3:forces:R:3
O -2.17739 0.31352 -1.24199 0.4 1.0 1.1
C -1.27147 0.55489 -0.46721 -1.2 -4.7 -4.8
O -1.08794 1.48450 0.35864 -0.1 2.7 2.8
N 0.09155 1.25958 1.17946 -0.3 0.8 -0.2
C 0.56844 0.23437 0.60539 3.3 -2.5 -0.7
O 1.76173 -0.38028 0.78109 -1.7 -0.2 0.1
N -0.12935 -0.29818 -0.39884 -1.4 1.7 0.6
O 0.20633 -1.37044 -1.16944 0.2 1.3 0.0
H 2.34600 0.25897 1.12783 1.4 1.1 1.0
H -0.30790 -2.05691 -0.77493 -0.6 -1.3 0.2
```
Forces are in eV/Å.

E_HOMO   -0.3732 Ha
Energy relative to the best compared isomer or geometry (same formula, charge and spin)   46.0 kcal per mole

Mulliken charges, unit e, in atom order: O -0.594; C 0.567; O -0.150; N -0.410; C 0.454; O -0.443; N 0.242; O -0.356; H 0.334; H 0.355



# C4H5NO2

The molecule C4H5NO2 (ωB97M-V with the def2-TZVPD basis set, the OMol25 dataset).

```
12
Properties=species:S:1:pos:R:3:forces:R:3
C 0.33739 1.05901 1.58966 0.0 0.0 0.1
C 0.14088 0.30177 0.32057 -0.2 0.3 -0.1
C -0.38264 0.84814 -0.79070 0.1 0.2 0.1
O -0.59090 -0.15285 -1.71136 0.2 -0.2 -0.1
C -0.15312 -1.24131 -1.07976 0.1 0.0 0.1
O -0.26460 -2.35824 -1.79373 0.2 -0.1 0.1
N 0.30584 -1.07415 0.11728 -0.2 0.0 -0.2
H -0.30012 0.65814 2.38357 0.1 0.0 -0.1
H 1.36768 1.09214 1.95652 -0.1 -0.1 -0.1
H -0.00077 2.07897 1.38437 0.2 0.0 0.2
H -0.61534 1.85719 -1.08487 -0.1 -0.1 0.0
H 0.15571 -3.06881 -1.29157 -0.1 0.0 0.0
```
Forces are in eV/Å.

E_HOMO   -0.3219 Ha
Energy relative to the best compared isomer or geometry (same formula, charge and spin)   11.8 kcal per mole

Mulliken charges, unit e, in atom order: C -0.969; C 0.579; C -0.313; O -0.328; C 0.581; O -0.467; N -0.609; H 0.260; H 0.274; H 0.273; H 0.349; H 0.371